C5H12NS | ωB97M-V/def2-TZVPD

ORCA input file:
```
! RIJCOSX wB97M-V def2-TZVPD def2/J DEFGRID3
* xyz -1 1
C -2.85465 -0.22368 -0.20887
C -1.40705 0.21951 -0.43933
N -0.41416 -0.40533 0.39321
C 1.01078 -0.14179 -0.07339
C 1.44735 1.31537 0.22994
C 1.90983 -1.26171 0.41770
S 3.57805 -0.94923 -0.41776
H -3.46454 0.43121 -0.84360
H -3.11623 -1.25684 -0.46679
H -3.16151 -0.09196 0.85093
H -1.38883 1.33990 -0.40069
H -1.15541 0.06419 -1.48324
H -0.51456 -0.23655 1.38236
H 0.96574 -0.14235 -1.15799
H 1.51169 1.64377 1.28729
H 0.94185 2.04293 -0.38722
H 2.52443 1.23312 -0.09973
H 1.91655 -1.37926 1.50112
H 1.67066 -2.20130 -0.08395
*
```

As for the largest force on an atom: 2.596 eV/A. As for the calculated total energy: -17705.092 eV. The calculation puts the HOMO-LUMO gap at 5.835 eV. As for the molar mass: 118.22 g mol⁻¹. As for the relative energy (zero: lowest compared OMol25 entry of this formula, charge and spin): 16.1 kcal/mol. The structure (SMILES) is CCN[C@@H](C)C[S-]. Its HOMO energy is -2.269 eV.



CH2N2S2 | ωB97M-V/def2-TZVPD

ORCA input file:
```
! RIJCOSX wB97M-V def2-TZVPD def2/J DEFGRID3
* xyz 0 1
C -0.36357 -2.06509 0.46181
N -0.68497 -3.16577 0.32828
N 0.01200 -0.83116 0.66162
S -0.71659 0.53309 1.17885
S 1.02890 -0.42846 -1.38014
H -1.91321 0.10332 1.57239
H 1.97844 -0.05460 -0.49354
*
```

As for the largest force on an atom: 2.570 eV/A. As for the calculated total energy: -25716.243 eV. The calculation puts the HOMO-LUMO gap (alpha / beta) at 7.579 / 6.763 eV. As for the molar mass: 106.17 g mol⁻¹. As for the relative energy (zero: lowest compared OMol25 entry of this formula, charge and spin): 68.4 kcal/mol. Its HOMO energy (alpha / beta) is -9.533 / -9.222 eV.



C45H100ClN6O6 | ωB97M-V/def2-TZVPD

ORCA input file:
```
! RIJCOSX wB97M-V def2-TZVPD def2/J DEFGRID3
* xyz 1 1
C 8.45306 5.08616 0.74859
C 7.33952 5.20518 -0.28991
C 7.85108 5.06115 -1.73799
C 7.05861 4.08833 -2.61302
C 7.13760 2.62466 -2.14696
C 5.99843 2.15764 -1.21127
C 6.44514 1.61594 0.16445
C 6.04411 0.15779 0.46644
C 5.39050 -0.02750 1.83894
C 3.89416 0.28108 1.83451
C 3.06542 -0.68271 0.96051
C 1.85058 -1.32732 1.66105
C 0.50932 -1.08694 0.94892
C -0.53782 -2.19343 1.18682
C -1.85602 -1.68969 1.76931
C -2.62179 -0.77031 0.81928
C -4.07185 -0.49814 1.26199
C -5.09810 -0.66134 0.13698
C -5.20299 0.56122 -0.77270
C -5.71168 1.81588 -0.04626
C -6.72134 2.60615 -0.86351
N -8.07890 1.97581 -0.79218
C -8.72748 2.76335 0.17974
N -9.56034 2.22150 1.01691
C -10.27869 2.86940 2.12070
C -11.76835 3.03132 1.83603
C -11.99200 3.93836 0.62800
C -12.43161 3.61965 3.07954
N -8.31214 4.03913 0.13029
C -6.90737 4.05028 -0.29797
Cl -6.56943 5.35176 -1.43198
H 8.13388 5.44423 1.72847
H 9.32196 5.67898 0.45518
H 8.78168 4.05080 0.85918
H 6.85259 6.17517 -0.17245
H 6.58784 4.44214 -0.08840
H 8.89337 4.72797 -1.71783
H 7.85107 6.04242 -2.21831
H 6.01026 4.40034 -2.66483
H 7.44782 4.15938 -3.63158
H 7.14638 1.98403 -3.03110
H 8.10158 2.47242 -1.65210
H 5.40699 1.39496 -1.72229
H 5.31886 2.99793 -1.05260
H 7.53357 1.69106 0.22642
H 6.06139 2.26132 0.95950
H 6.93858 -0.46566 0.43247
H 5.37986 -0.21207 -0.31845
H 5.55492 -1.04477 2.20589
H 5.89248 0.63375 2.55176
H 3.76173 1.30933 1.48093
H 3.51783 0.26082 2.85987
H 2.71889 -0.15961 0.06683
H 3.72532 -1.47729 0.60366
H 1.78296 -0.93595 2.67929
H 2.00602 -2.40323 1.76561
H 0.69665 -0.97173 -0.12014
H 0.09751 -0.13630 1.30152
H -0.75597 -2.71388 0.25007
H -0.12095 -2.94177 1.86451
H -2.49506 -2.54628 2.00646
H -1.66057 -1.17466 2.71635
H -2.62256 -1.23273 -0.17391
H -2.08218 0.17400 0.71659
H -4.13578 0.51775 1.66474
H -4.33178 -1.16386 2.08773
H -6.08688 -0.89210 0.54623
H -4.81414 -1.52043 -0.47579
H -5.87298 0.33041 -1.60501
H -4.22277 0.76873 -1.20903
H -4.88968 2.48351 0.22043
H -6.18949 1.51532 0.89466
H -6.41184 2.66516 -1.90453
H -8.54964 2.15979 -1.67691
H -9.74492 1.24176 0.84177
H -10.10630 2.26345 3.01030
H -9.82907 3.84730 2.30162
H -12.20263 2.04633 1.63796
H -11.42587 4.86820 0.75498
H -13.04246 4.21674 0.54209
H -11.67792 3.48161 -0.31247
H -12.19397 3.04974 3.97944
H -12.08888 4.64440 3.24365
H -13.51353 3.63744 2.96514
H -8.64034 4.74081 0.77964
H -6.27907 4.19022 0.57893
C 9.74099 -6.23428 -2.96167
O 10.39332 -5.09260 -3.47630
C 9.62759 -4.31193 -4.38374
C 9.26565 -2.97447 -3.77229
N 8.32530 -3.14736 -2.67709
C 8.08306 -1.96391 -1.86328
C 9.26203 -1.35869 -1.10659
O 9.76192 -2.18991 -0.07705
C 10.73973 -3.12898 -0.49023
H 10.48555 -6.81333 -2.41907
H 8.93176 -5.97994 -2.26717
H 9.32269 -6.84989 -3.76499
H 8.72387 -4.85169 -4.68467
H 10.23874 -4.14302 -5.27416
H 8.80505 -2.34411 -4.54030
H 10.20337 -2.48818 -3.46906
H 8.65924 -3.89002 -2.07678
H 7.31796 -2.22769 -1.12907
H 7.65006 -1.18363 -2.50108
H 8.90774 -0.44576 -0.61984
H 10.07634 -1.06447 -1.78029
H 11.38237 -2.71211 -1.27146
H 10.30406 -4.06197 -0.85467
H 11.35226 -3.36822 0.37861
C 13.82145 -6.91576 4.72518
O 13.05340 -8.05669 4.40783
C 11.82047 -8.16269 5.10732
C 10.64435 -7.98425 4.17175
N 10.57314 -6.62021 3.67470
C 9.59070 -6.39281 2.62414
C 9.75094 -7.14889 1.30883
O 10.87723 -6.75726 0.54604
C 12.10186 -7.37623 0.88847
H 14.79778 -7.04781 4.26245
H 13.37479 -5.98892 4.34707
H 13.95562 -6.81266 5.80674
H 11.77841 -7.42740 5.91703
H 11.77329 -9.16152 5.54888
H 9.72421 -8.20872 4.72155
H 10.73881 -8.73433 3.37388
H 11.48741 -6.34111 3.34406
H 9.59227 -5.32458 2.39282
H 8.59864 -6.62710 3.02672
H 8.87906 -6.91449 0.69225
H 9.75957 -8.23625 1.45463
H 11.94973 -8.40309 1.23422
H 12.64631 -6.82867 1.66309
H 12.71923 -7.39493 -0.00937
C -14.66362 6.22232 -1.08943
O -15.29015 5.01596 -0.70724
C -16.63017 5.16252 -0.23748
C -17.62455 4.56639 -1.20892
N -17.67290 5.33225 -2.44154
C -18.48423 4.75268 -3.50549
C -18.08231 3.38947 -4.05717
O -16.86075 3.38867 -4.77520
C -15.69330 3.23857 -3.99997
H -13.61231 5.98846 -1.25927
H -15.07148 6.65224 -2.00981
H -14.73503 6.97766 -0.30013
H -16.85311 6.21976 -0.06669
H -16.70533 4.63666 0.71773
H -18.61370 4.58733 -0.74024
H -17.35832 3.51006 -1.35895
H -16.73149 5.47633 -2.78173
H -18.48893 5.45983 -4.33766
H -19.51687 4.68054 -3.14781
H -18.84863 3.08853 -4.77440
H -18.05306 2.62063 -3.27481
H -15.86789 2.59379 -3.13186
H -15.29758 4.19501 -3.64252
H -14.93794 2.77506 -4.63482
*
```

As for the largest force on an atom: 0.811 eV/A. As for the calculated total energy: -82025.598 eV. The calculation puts the HOMO-LUMO gap at 6.435 eV. As for the molar mass: 856.78 g mol⁻¹. Its HOMO energy is -9.347 eV.